Version 1
2 unconnected molecules or ions with the total composition C5H14N2O2. Source: OMol25; level of theory: ωB97M-V with the def2-TZVPD basis set.

```
23
Properties=species:S:1:pos:R:3
C -2.4054 -0.5735 1.2698
C -3.3758 -0.6910 0.1159
O -4.5601 -0.5332 0.2152
O -2.8102 -1.0046 -1.0573
H -2.9068 -0.1432 2.1309
H -1.5530 0.0396 0.9821
H -2.0478 -1.5687 1.5295
H -1.8372 -1.0971 -1.0034
C 1.3280 2.0066 0.3113
C 1.6227 0.7618 -0.5411
C 2.5650 -0.1814 0.2041
N 0.3151 0.1460 -0.8157
N 0.2149 -1.2488 -1.0479
H 1.4465 1.7815 1.3676
H 1.9938 2.8284 0.0544
H 0.3010 2.3310 0.1452
H 2.1165 1.0637 -1.4806
H 3.4697 0.3558 0.4725
H 2.8514 -1.0332 -0.4115
H 2.0952 -0.5426 1.1171
H -0.1259 0.6188 -1.6037
H 0.8584 -1.5861 -1.7720
H 0.4443 -1.7299 -0.1824
```

Properties
Kohn-Sham gap: 10.159 eV
SMILES string: CC(=O)O.CC(C)NN
HOMO: -9.5 eV
LUMO level: 0.631 eV

Atom charges from the Löwdin analysis, given in e for atoms 1 to 6: number 1, C, carries -0.0011; number 2, C, carries -0.5888; number 3, O, carries 0.0947; number 4, O, carries 0.0813; number 5, H, carries 0.0831; number 6, H, carries 0.0569

Version 2
A molecular structure, C5H14N2O2. Source: OMol25; level of theory: ωB97M-V with the def2-TZVPD basis set.

```
23
Properties=species:S:1:pos:R:3
C -1.2231 -0.3744 1.2523
C -2.2819 -1.2391 0.6450
C -1.2152 1.0218 1.1532
O -0.4970 -1.0237 2.2000
H 0.3498 -0.5613 2.3172
H 0.1848 -0.6045 -0.0736
H -1.8563 -2.1804 0.3069
H -2.7694 -0.7316 -0.1853
H -3.0410 -1.4725 1.4039
H -0.1647 1.3919 0.2499
H -2.0919 1.4696 0.6999
H -0.8512 1.5581 2.0248
C 1.9155 -0.8750 -1.3692
C 1.1661 -0.0517 -0.3309
N 0.1799 1.3869 -1.9229
O 1.8534 -0.0402 0.9180
N 0.8347 1.2814 -0.6403
H 2.3789 0.7711 0.9132
H 0.8419 1.1408 -2.6601
H -0.0247 2.3736 -2.0453
H 2.1981 -1.8330 -0.9359
H 1.2922 -1.0593 -2.2428
H 2.8210 -0.3485 -1.6780
```

Properties
Kohn-Sham gap (alpha / beta): 8.244 / 8.244 eV
HOMO (alpha / beta): -7.4 / -7.4 eV
LUMO level (alpha / beta): 0.844 / 0.844 eV

Atom charges from the Löwdin analysis, given in e for atoms 1 to 6: number 1, C, carries -0.4336; number 2, C, carries -0.0232; number 3, C, carries -0.0397; number 4, O, carries 0.0405; number 5, H, carries 0.1003; number 6, H, carries 0.1209

Version 3
2 unconnected molecules or ions with the total composition C5H14N2O2. Source: OMol25; level of theory: ωB97M-V with the def2-TZVPD basis set.

```
23
Properties=species:S:1:pos:R:3
C -1.6675 -0.7046 0.2568
C -2.6370 -0.6367 -0.9128
N -0.2702 -0.4718 -0.1792
N 0.1803 -1.5238 -1.0434
H 0.0299 0.5226 -0.6275
H 0.8636 -2.0522 -0.4971
H 0.7161 -1.0796 -1.7833
H -1.9081 0.0586 0.9941
H -1.7060 -1.6798 0.7481
H -2.3947 -1.3939 -1.6569
H -2.6016 0.3465 -1.3871
H -3.6556 -0.8067 -0.5595
C 2.3318 1.4382 -0.9314
C 0.3140 0.6715 2.0993
C 0.8249 -0.1489 0.9514
O 1.0743 1.4173 -0.3190
O 1.7776 -0.8878 0.9835
H 2.8710 2.3671 -0.7020
H 2.9555 0.5976 -0.5811
H 2.2633 1.3615 -2.0276
H -0.3418 1.4738 1.7726
H -0.2026 0.0239 2.8137
H 1.1826 1.1071 2.5882
```

Properties
Kohn-Sham gap: 9.732 eV
HOMO: -8.9 eV
LUMO level: 0.831 eV

Atom charges from the Löwdin analysis, given in e for atoms 1 to 6: number 1, C, carries -0.1990; number 2, C, carries -0.0805; number 3, N, carries -0.1476; number 4, N, carries 0.1066; number 5, H, carries 0.1190; number 6, H, carries 0.0891

Version 4
C5H14N2O2 in the gas phase. Source: OMol25; level of theory: ωB97M-V with the def2-TZVPD basis set.

```
23
Properties=species:S:1:pos:R:3
C 2.8151 -0.5470 0.7856
O 1.6881 -0.8001 -0.0022
C 0.6398 0.2996 0.0051
C 0.9233 1.2579 -1.1380
C -0.6578 -0.4733 -0.1077
N -0.8369 -1.0350 -1.3956
O -0.8367 -1.4079 0.9126
C -1.7968 0.7063 0.1751
N -3.0122 -0.0012 0.5387
H 3.3372 0.3686 0.4713
H 3.5024 -1.3921 0.7140
H 2.5593 -0.4396 1.8504
H 0.7016 0.7919 0.9839
H 0.4251 2.2061 -0.9589
H 0.5642 0.8654 -2.0853
H 1.9938 1.4288 -1.2259
H -0.0751 -1.6572 -1.6368
H -1.7438 -1.4823 -1.4495
H 0.0097 -1.5490 1.3811
H -1.9644 1.2136 -0.7752
H -1.5065 1.4609 0.9189
H -2.9129 -0.4287 1.4537
H -3.8166 0.6144 0.5847
```

Properties
Kohn-Sham gap: 9.922 eV
SMILES string: CO[C@@H](C)[C@@](N)(O)CN
HOMO: -9.0 eV
LUMO level: 0.877 eV

Atom charges from the Löwdin analysis, given in e for atoms 1 to 6: number 1, C, carries -0.1332; number 2, O, carries -0.1923; number 3, C, carries -0.2868; number 4, C, carries -0.0254; number 5, C, carries -0.5692; number 6, N, carries 0.1113

On energetic grounds, version 1 is preferred over the next structure by 28.1 kJ/mol.